Density functional theory data (ωB97M-V/def2-TZVPD) for 10 unconnected molecules or ions with the total composition C75H78ClF11N3O3 at a distorted geometry.

Last column: Mulliken charge in e.
Positions of all 171 atoms, in Å:
C  3.6572  -3.7261  4.3284  -0.389
O  4.9695  -3.0885  4.3092  -0.376
C  5.8757  -3.7560  3.3925  -0.053
C  6.3761  -2.8171  2.1660  -0.465
C  5.2383  -1.7892  1.6728  0.071
C  5.2141  -1.6171  0.0494  -0.728
C  3.8247  -0.8293  -0.2762  0.628
C  4.0404  0.7475  0.1321  -0.519
C  2.6216  1.4773  -0.1406  0.166
C  2.2382  2.3184  1.1950  -0.987
C  0.9314  1.7324  1.9161  -0.071
C  1.1946  0.4598  2.8621  -0.291
C  -0.2629  -0.0166  3.4290  -0.602
N  -1.1293  -0.5861  2.3089  1.135
N  -0.4447  -1.0601  1.2750  -0.650
C  -1.1872  -1.5992  0.2008  0.363
C  -0.4191  -2.2156  -1.0887  0.117
O  -0.9485  -2.1969  -2.2395  -0.421
N  0.9553  -2.8011  -1.0197  -0.049
C  0.9715  -4.0986  -0.3296  0.699
O  2.0702  -4.7176  -0.2846  -0.478
F  -0.1395  -4.6937  0.3330  -0.186
C  -2.7771  -1.7048  0.1484  0.295
F  -3.4906  -2.2820  -0.9152  -0.265
C  -3.5003  -1.1361  1.4358  -0.504
C  -2.5463  -0.5513  2.5645  0.749
C  -3.2802  0.0023  3.8670  -1.004
C  -3.6180  -1.1582  4.9726  0.075
C  -2.7076  -2.4731  4.8253  -0.954
Cl  -5.3770  -1.6931  4.6408  -0.270
H  3.5248  -4.4280  5.2443  0.256
H  2.8830  -2.8690  4.4425  -0.004
H  3.4255  -4.2740  3.3493  0.259
H  6.8337  -4.0049  3.9950  -0.128
H  5.4892  -4.7859  3.0224  0.302
H  6.5863  -3.5322  1.2845  0.264
H  7.3579  -2.2766  2.3982  0.311
H  4.2050  -2.1514  2.0534  -0.119
H  5.4395  -0.7891  2.1929  0.106
H  5.0854  -2.6816  -0.3781  0.363
H  6.1326  -1.0704  -0.3561  0.172
H  3.4875  -0.9057  -1.3669  0.614
H  3.0535  -1.2294  0.4863  -0.954
H  4.2438  0.7471  1.2563  0.284
H  4.8456  1.2606  -0.4976  0.028
H  2.6536  2.2178  -1.0323  0.302
H  1.7624  0.7096  -0.2862  -0.123
H  1.9526  3.3817  0.8228  0.199
H  3.1337  2.4886  1.9043  0.465
H  0.5283  2.5749  2.6079  0.017
H  0.0932  1.4760  1.1539  0.205
H  1.7869  0.7568  3.8156  0.493
H  1.7829  -0.3932  2.3807  -0.200
H  -0.7184  0.9126  3.9100  0.201
H  -0.0507  -0.8337  4.2151  0.227
H  1.5861  -2.1702  -0.4933  0.016
H  -4.6411  -1.1639  1.5761  0.405
H  -4.3205  0.3768  3.5146  0.511
H  -2.7814  0.8989  4.3687  0.200
H  -3.5916  -0.6694  6.0076  0.426
H  -1.5928  -2.2220  4.8249  0.160
H  -2.9470  -3.1359  5.7474  0.381
H  -3.0640  -3.0618  3.9075  0.315
F  7.5121  2.0682  -1.6538  -0.337
C  7.5863  1.3385  -2.7767  0.065
C  8.4277  0.2375  -2.8197  -0.282
C  8.5010  -0.5235  -3.9824  -0.543
C  7.7400  -0.1684  -5.0935  -0.466
C  6.9019  0.9414  -5.0411  -0.454
C  6.8202  1.6954  -3.8745  0.161
H  9.0189  -0.0197  -1.9483  0.472
H  9.1503  -1.3917  -4.0229  0.376
H  7.8010  -0.7598  -6.0017  0.385
H  6.3120  1.2192  -5.9085  0.383
H  6.1659  2.5574  -3.8137  0.232
F  2.8323  5.3213  -1.8243  -0.299
C  3.6398  5.7711  -2.8008  0.510
C  3.8348  7.1354  -2.9525  -0.511
C  4.6754  7.5987  -3.9609  -0.392
C  5.3028  6.6912  -4.8127  -0.610
C  5.0952  5.3241  -4.6538  -0.337
C  4.2627  4.8610  -3.6380  -0.434
H  3.3319  7.8263  -2.2856  0.405
H  4.8409  8.6637  -4.0834  0.378
H  5.9548  7.0526  -5.6016  0.399
H  5.5810  4.6187  -5.3204  0.382
H  4.0965  3.7993  -3.4942  0.512
F  -5.3547  -4.3191  6.6429  -0.212
C  -6.6460  -4.6898  6.5823  0.525
C  -7.1466  -5.5699  7.5289  -0.453
C  -8.4839  -5.9497  7.4692  -0.436
C  -9.3025  -5.4531  6.4569  -0.477
C  -8.7877  -4.5736  5.5087  -0.570
C  -7.4533  -4.1849  5.5745  0.004
H  -6.4928  -5.9524  8.3041  0.409
H  -8.8879  -6.6321  8.2095  0.364
H  -10.3445  -5.7534  6.4086  0.368
H  -9.4254  -4.1909  4.7186  0.355
H  -7.0382  -3.4945  4.8500  0.182
F  3.2595  8.4238  -6.6704  -0.255
C  1.9608  8.0868  -6.7138  -0.030
C  1.4477  7.2253  -5.7555  0.415
C  0.1001  6.8805  -5.7980  -0.637
C  -0.7166  7.3923  -6.8045  -0.376
C  -0.1891  8.2523  -7.7641  -0.584
C  1.1558  8.6063  -7.7158  -0.376
H  2.0999  6.8306  -4.9851  0.204
H  -0.3134  6.2134  -5.0486  0.358
H  -1.7662  7.1194  -6.8395  0.498
H  -0.8254  8.6467  -8.5496  0.383
H  1.5810  9.2815  -8.4494  0.423
F  -6.3144  -8.7767  -2.7919  -0.330
C  -5.8642  -7.6326  -2.2573  -0.081
C  -4.5251  -7.5209  -1.9157  -0.455
C  -4.0573  -6.3317  -1.3658  -0.432
C  -4.9365  -5.2715  -1.1539  0.009
C  -6.2802  -5.3969  -1.4963  -0.600
C  -6.7458  -6.5818  -2.0562  -0.031
H  -3.8581  -8.3592  -2.0804  0.421
H  -3.0096  -6.2308  -1.1020  0.405
H  -4.5718  -4.3461  -0.7210  0.224
H  -6.9645  -4.5719  -1.3269  0.361
H  -7.7865  -6.6937  -2.3368  0.486
F  8.9514  -3.8179  3.7059  -0.237
C  9.8175  -3.8715  4.7323  0.444
C  10.9083  -3.0162  4.7481  -0.436
C  11.8021  -3.0683  5.8131  -0.391
C  11.6004  -3.9827  6.8447  -0.490
C  10.5041  -4.8402  6.8157  -0.393
C  9.6040  -4.7809  5.7565  -0.372
H  11.0534  -2.3171  3.9325  0.396
H  12.6549  -2.3982  5.8393  0.355
H  12.3006  -4.0257  7.6730  0.361
H  10.3508  -5.5545  7.6178  0.352
H  8.7403  -5.4349  5.7219  0.391
F  -9.7169  -4.6993  -8.5405  -0.309
C  -9.0632  -5.4588  -7.6489  0.198
C  -9.5733  -5.5955  -6.3669  -0.404
C  -8.8977  -6.3874  -5.4436  -0.338
C  -7.7142  -7.0247  -5.8096  -0.128
C  -7.2087  -6.8763  -7.0983  -0.491
C  -7.8895  -6.0935  -8.0254  -0.318
H  -10.4910  -5.0853  -6.0979  0.405
H  -9.2923  -6.5074  -4.4399  0.305
H  -7.1854  -7.6390  -5.0872  0.315
H  -6.2847  -7.3702  -7.3805  0.365
H  -7.5153  -5.9740  -9.0355  0.405
F  -0.9129  4.3788  4.1249  -0.266
C  -2.1343  4.6767  4.5998  0.295
C  -3.2519  4.1135  4.0036  -0.206
C  -4.5173  4.4168  4.4974  -0.507
C  -4.6502  5.2889  5.5754  -0.494
C  -3.5207  5.8527  6.1633  -0.423
C  -2.2549  5.5408  5.6767  -0.526
H  -3.1288  3.4434  3.1597  0.589
H  -5.3981  3.9754  4.0429  0.363
H  -5.6374  5.5288  5.9575  0.375
H  -3.6263  6.5349  7.0003  0.374
H  -1.3647  5.9634  6.1277  0.416
F  -3.7031  7.5347  -6.5976  -0.301
C  -4.4514  8.0353  -5.6011  0.378
C  -4.4218  7.4271  -4.3558  -0.299
C  -5.1932  7.9488  -3.3220  -0.370
C  -5.9934  9.0664  -3.5487  -0.475
C  -6.0189  9.6659  -4.8049  -0.393
C  -5.2394  9.1513  -5.8359  -0.402
H  -3.7993  6.5533  -4.2006  0.385
H  -5.1716  7.4852  -2.3413  0.341
H  -6.5983  9.4702  -2.7428  0.357
H  -6.6457  10.5338  -4.9810  0.356
H  -5.2401  9.6105  -6.8176  0.402

Forces on the atoms, in the same order (eV/Å):
C -0.684 0.723 0.427
O -0.997 -1.597 -1.170
C 2.151 -0.354 0.150
C -0.834 -0.549 -0.543
C 0.695 -0.060 -0.022
C -1.926 -0.613 1.006
C 1.909 1.173 0.682
C -1.855 -1.202 -0.983
C 0.343 0.618 1.341
C -0.994 1.024 -1.148
C 0.397 0.434 0.857
C -0.703 0.384 0.535
C 2.672 0.131 0.393
N -2.650 0.786 2.071
N -3.856 -1.693 -2.939
C -1.573 -0.212 0.360
C -1.191 0.427 -4.195
O 1.686 0.155 5.798
N -3.212 -0.862 2.602
C 5.775 -2.923 0.510
O -5.625 2.843 -0.014
F 1.542 2.215 -1.918
C 0.270 1.393 3.148
F 2.419 1.930 3.376
C 4.094 -0.492 -1.269
C -1.063 -1.654 -3.651
C -0.644 -0.012 -0.224
C 0.609 -0.053 -0.813
C -1.034 -0.034 1.072
Cl 1.467 0.644 0.350
H 0.378 1.016 -1.603
H 1.162 -1.370 -0.137
H 0.401 0.653 1.407
H -1.750 0.347 -0.934
H 0.241 1.906 0.484
H -0.159 1.038 1.365
H -1.533 -0.779 -0.141
H 1.617 0.501 -0.775
H -0.395 -1.329 -0.799
H 0.641 1.648 0.482
H -1.341 -0.874 0.518
H 0.407 -0.023 1.537
H 0.842 0.469 -1.360
H 0.022 0.282 -1.737
H -0.897 -0.940 1.130
H -0.031 -1.496 1.411
H 1.503 1.139 -0.043
H 0.392 -1.679 0.810
H -1.528 -0.601 -1.018
H 0.463 -1.440 -1.110
H 1.553 0.550 1.060
H -0.993 -0.347 -1.638
H -0.997 1.173 0.522
H 0.243 -1.542 -0.880
H -0.773 1.189 -1.283
H 0.014 -0.450 -0.368
H 2.057 0.068 -0.238
H 1.939 -0.535 0.387
H -0.353 -1.399 -0.868
H -0.104 -0.911 -1.567
H -1.596 -0.393 -0.109
H 0.546 1.066 -1.613
H 0.825 0.953 1.236
F -0.054 0.116 0.212
C 0.077 -0.509 -0.735
C 0.072 -0.044 0.186
C -0.229 0.248 -0.075
C 0.018 -0.061 -0.042
C 0.175 -0.147 0.200
C -0.139 0.152 0.030
H -0.045 0.050 -0.030
H -0.051 0.118 0.036
H -0.006 0.081 0.108
H 0.048 -0.013 0.115
H 0.092 -0.005 0.042
F -0.158 -0.099 0.190
C 0.551 0.319 -0.637
C -0.042 0.101 0.157
C 0.050 -0.405 0.010
C 0.027 0.045 0.019
C -0.114 0.283 0.155
C -0.051 -0.167 0.014
H 0.020 -0.067 -0.017
H -0.074 -0.128 0.014
H -0.107 -0.046 0.089
H -0.053 0.063 0.083
H -0.050 0.055 0.013
F 0.303 0.064 0.017
C -0.962 -0.273 -0.038
C 0.161 -0.014 0.110
C 0.030 0.220 -0.295
C -0.037 -0.025 0.025
C 0.098 -0.166 0.273
C 0.079 0.067 -0.110
H -0.017 0.050 -0.054
H 0.087 0.070 -0.078
H 0.132 0.039 0.003
H 0.092 -0.021 0.088
H -0.115 -0.233 0.098
F 0.191 0.077 -0.027
C -0.877 -0.234 -0.021
C 0.152 -0.069 0.134
C 0.085 0.281 -0.363
C -0.088 -0.140 0.015
C 0.152 -0.156 0.285
C 0.110 0.109 -0.096
H 0.005 0.049 -0.075
H 0.084 0.050 -0.066
H 0.427 0.054 -0.021
H 0.091 -0.023 0.085
H 0.020 -0.053 0.053
F -0.031 -0.053 -0.047
C 0.260 0.637 0.313
C 0.119 -0.136 -0.044
C -0.357 0.077 -0.035
C 0.021 -0.058 0.016
C 0.258 -0.168 -0.008
C -0.167 -0.034 -0.045
H -0.075 0.036 -0.017
H -0.097 -0.070 -0.035
H -0.078 -0.149 -0.061
H 0.039 -0.114 -0.060
H 0.072 -0.037 0.020
F 0.072 0.011 -0.196
C 0.663 -0.038 0.755
C -0.040 0.106 -0.158
C -0.233 -0.260 0.088
C 0.038 0.025 0.012
C 0.119 0.239 -0.173
C -0.166 -0.075 -0.080
H -0.042 -0.050 0.036
H -0.103 -0.072 -0.044
H -0.089 -0.001 -0.103
H -0.017 0.081 -0.106
H 0.050 0.033 -0.036
F -0.059 0.071 -0.072
C 0.377 -0.445 0.504
C -0.158 0.096 0.039
C 0.251 -0.006 -0.325
C 0.018 -0.022 0.098
C -0.263 0.117 0.155
C 0.040 0.045 -0.150
H 0.042 -0.030 -0.071
H -0.005 0.033 -0.121
H -0.063 0.049 -0.093
H -0.121 0.054 -0.003
H -0.055 0.028 0.054
F 0.207 -0.131 -0.098
C -0.798 0.244 0.354
C 0.089 -0.177 -0.067
C 0.170 0.165 0.235
C -0.063 -0.027 -0.012
C -0.051 -0.223 -0.250
C 0.176 0.043 0.037
H 0.032 0.078 -0.021
H 0.102 0.065 0.014
H 0.129 -0.022 -0.052
H 0.050 -0.089 -0.097
H -0.034 -0.024 -0.071
F -0.257 -0.044 -0.124
C -0.524 0.360 0.680
C 0.127 -0.136 -0.017
C -0.090 0.226 -0.287
C -0.006 -0.021 0.062
C 0.155 -0.247 0.135
C 0.036 0.031 -0.178
H -0.011 0.060 -0.050
H 0.014 0.024 -0.123
H 0.072 -0.042 -0.104
H 0.098 -0.095 -0.011
H 0.017 -0.065 0.043

Calculated values
- lowest unoccupied orbital energy (eV) = -5.139
- HOMO-LUMO gap (hartree) = 0.185
- calculated total energy (Ha) = -4852.79622
- relative energy (zero: lowest compared OMol25 entry of this formula, charge and spin) (kcal/mol) = 0.00
- M (g/mol) = 1313.90
- F_max (eV Å⁻¹) = 6.49
- net charge = +1